C21H36N7O7PS2TeTi | wB97M-V/def2-TZVPD

Spin multiplicity: 2
E_HOMO (alpha / beta) in eV: -4.02 / -4.19
Orbital gap (alpha / beta) in eV: 6.43 / 6.41
Energy above the lowest of the compared OMol25 structures with the same formula, charge and spin in kcal/mol: 8.5
Expectation value of S²: 0.76
Total charge: -1

CARTESIAN COORDINATES (ANGSTROEM)
C -2.55195 -1.06669 -1.87885
S 1.87255 1.85328 -2.73589
N -2.05958 3.67011 0.81617
H 2.88802 -5.63899 0.37558
H -2.34827 0.55729 0.22045
H 1.37673 -3.89710 1.35638
H 0.83727 3.83019 0.04978
P 1.86000 -2.29412 -1.56051
C 3.27772 -4.65979 0.65735
C -4.14276 -0.72084 -3.62568
H 5.47373 0.10383 -1.31693
H -3.97318 3.59936 1.67446
H -1.57747 4.11073 -1.76790
O 1.55099 -3.56735 -0.63554
H -3.22367 -2.69816 0.83431
C -2.67614 -2.94282 -0.08018
O 2.92704 1.03941 -3.28906
N -1.04041 -1.13435 -0.11483
H 3.79075 0.05781 -0.78165
H 2.38382 -2.89139 4.34545
H 2.59605 -0.77017 3.01134
H 0.39862 5.35075 -0.72783
C 1.74442 -0.93327 3.68011
C 2.16987 -3.62908 0.65587
H 5.26687 -2.07001 -2.42625
C -2.19410 0.63069 -3.39622
H 4.02017 -0.95679 -3.03768
C -0.00023 4.41782 -0.32669
N 0.60457 -1.42743 2.93354
O 1.64461 -1.02963 -0.75037
H -1.88835 -3.63992 0.20423
H -3.34736 -3.43072 -0.78148
C -2.04936 -1.72331 -0.66203
H 1.50426 0.04003 4.11232
H -2.23787 0.40918 2.51764
H 4.96542 -1.10751 -0.12584
O 1.77773 1.73986 -1.22168
C 2.10423 -1.92417 4.77169
N -0.61970 -1.67189 1.06676
H -0.54383 4.78241 1.74857
O 0.49633 1.21853 -3.04219
Ti 0.15180 0.36752 -1.24056
N -1.79845 -0.05052 -2.32401
H -1.48838 2.57869 3.12213
C 4.37514 -1.49924 -2.16466
Te 0.50981 -2.30221 -3.46683
H 2.95147 -1.56264 5.35457
C -2.55488 2.51588 2.89085
H -2.80219 4.64204 2.48079
C -2.84618 1.23061 2.13281
N -1.07565 2.30558 -0.81961
H -0.02288 3.43509 -2.24560
C -1.84373 2.45910 0.21492
H -3.90069 0.96376 2.25303
C -2.92576 3.68003 1.98369
N -2.58177 1.41222 0.70530
H 3.72353 -4.73665 1.65256
O 3.40635 -2.52311 -1.83362
H 4.05394 -4.37980 -0.05399
C -3.36055 0.32586 -4.07751
S 0.63721 0.73091 1.38260
C 4.65625 -0.55659 -1.01953
C -0.68102 3.58601 -1.40221
H -1.52755 5.66020 0.57446
H -5.06057 -0.98753 -4.13472
H -4.32834 -2.24670 -2.12364
C -3.73791 -1.42901 -2.50660
H 0.41648 -2.41697 2.99332
H -3.11281 2.53735 3.82853
C 0.17686 -0.86918 1.76023
O 1.90657 3.23594 -3.16147
H 2.54116 -2.64140 0.94321
H -3.63182 0.90385 -4.95008
C -1.02236 4.70820 0.76454
H 1.26570 -2.08275 5.45330
H -1.52626 1.41971 -3.71288